(1)
# C5H3IN

The ion C5H3IN with charge +1 (wB97M-V/def2-TZVPD, the OMol25 dataset).

highest occupied orbital energy: -13.292 eV
SMILES: [NH2+]=C=C=C=C=CI
net charge: +1

Last column: Löwdin charge in e.
Positions of all 10 atoms, in Å:
N1 1.18963 2.72229 1.34674  0.20
C1 0.68580 1.66230 0.84818  -0.03
C2 0.21124 0.62724 0.35869  0.05
C3 -0.27245 -0.45519 -0.18293  0.05
C4 -0.71198 -1.49057 -0.72831  -0.13
C5 -1.21249 -2.56301 -1.30835  -0.62
I1 -0.30715 -4.38763 -1.54278  1.01
H1 2.14277 2.73721 1.69324  0.15
H2 0.65424 3.58635 1.38117  0.15
H3 -2.37960 -2.43899 -1.86565  0.18

---

(2)
# C5H3N

An isolated molecule of C5H3N (wB97M-V/def2-TZVPD, the OMol25 dataset).

highest occupied orbital energy: -9.822 eV

Last column: Löwdin charge in e.
Positions of all 9 atoms, in Å:
C1 0.03986 0.01338 -0.00413  -0.08
C2 -0.72873 1.13386 0.00740  -0.08
C3 -1.96936 -1.44856 -0.00107  0.16
C4 -0.65680 -1.23514 0.00906  -0.25
C5 -2.08216 0.83326 0.00626  -0.24
N1 -3.11432 0.29169 -0.00715  0.17
H1 1.12073 0.05242 -0.03229  0.11
H2 -0.35777 2.14345 0.01202  0.11
H3 -0.08592 -2.15785 0.01931  0.10

---

(3)
# C5H3N

A structure of composition C5H3N (wB97M-V/def2-TZVPD, the OMol25 dataset).

highest occupied orbital energy (alpha / beta): -8.980 / -8.979 eV

Last column: Löwdin charge in e.
Positions of all 9 atoms, in Å:
C1 -0.47545 0.02137 -1.44121  -0.03
C2 -1.26217 -0.13872 -0.42757  0.07
C3 0.50046 -0.01896 0.61535  -0.18
C4 0.84095 0.35548 -0.78930  -0.14
C5 -0.97261 -0.19347 1.00773  -0.19
N1 0.22939 -1.07891 1.27879  0.17
H1 1.43627 -0.37513 -1.12853  0.07
H2 1.27451 1.30424 -0.99435  0.11
H3 -1.57134 0.12409 1.87911  0.12

---

(4)
# C5H3N

An isolated molecule of C5H3N (wB97M-V/def2-TZVPD, the OMol25 dataset).

highest occupied orbital energy (alpha / beta): -5.467 / -8.829 eV
multiplicity: 3

Last column: Mulliken spin population.
Positions of all 9 atoms, in Å:
C1 -1.80316 1.10328 0.26631  0.39
C2 -0.70595 1.86246 0.19743  0.01
C3 0.60205 -0.41548 0.02076  0.21
C4 -0.39909 0.45643 0.17115  0.49
C5 1.29100 -1.45505 -0.16980  0.33
N1 2.24870 -2.25278 -0.32176  0.53
H1 -2.86809 0.95107 0.56964  0.02
H2 -0.44026 2.87277 0.04255  0.00
H3 2.07480 -3.12270 -0.77627  0.01

---

(5)
# C5H3N3

An isolated molecule of C5H3N3 (wB97M-V/def2-TZVPD, the OMol25 dataset).

highest occupied orbital energy: -9.608 eV
SMILES: C1=CC2=NC=NC2=N1

Last column: Löwdin charge in e.
Positions of all 11 atoms, in Å:
C1 2.04883 -0.24526 -0.13784  -0.05
C2 1.52257 1.06793 0.15366  0.00
C3 0.08349 0.72919 0.06808  -0.29
N1 -1.09590 1.28909 -0.19739  0.14
C4 -2.00550 0.12200 -0.03844  -0.21
N2 -1.57412 -1.05982 0.18588  0.13
C5 -0.05330 -0.72056 0.12720  -0.28
N3 1.01797 -1.35119 -0.16530  0.15
H1 3.11970 -0.41058 0.04686  0.10
H2 2.04576 2.17028 0.36228  0.17
H3 -3.17768 0.37396 -0.20747  0.16

---

(6)
# C5H3N3

An isolated molecule of C5H3N3 (wB97M-V/def2-TZVPD, the OMol25 dataset).

highest occupied orbital energy: -10.619 eV
SMILES: [H]/N=C1\N=CC(C#C)=N1

Last column: Löwdin charge in e.
Positions of all 11 atoms, in Å:
H1 0.09446 3.25239 -0.62906  0.07
N1 0.74805 2.45659 -0.53674  0.20
C1 0.16763 1.33092 -0.50194  -0.50
N2 -1.23814 1.18276 -0.47792  0.13
C2 -1.36182 -0.01283 -0.05099  -0.06
C3 0.00527 -0.66602 0.13604  -0.30
C4 0.22238 -1.96782 0.61486  -0.06
C5 0.70826 -2.90171 1.17617  0.15
N3 0.88344 0.13796 -0.27254  0.20
H2 -2.33037 -0.46370 0.21528  0.12
H3 1.03213 -3.92503 1.17927  0.05

---

E_tot (eV)
-14812.492; -6718.540; -6715.422; -6715.580; -9699.487; -9700.285
Energy relative to the best compared isomer or geometry (same formula, charge and spin) (kcal per mole)
0.0; 50.4; 122.2; 25.5; 76.9; 58.5